This record from the Open Molecules 2025 dataset describes the molecule C4H3ClF2. The level of theory is ωB97M-V/def2-TZVPD.

Its orbital gap is 8.76 eV. As for the SMILES: C=CC(Cl)=C(F)F. The molar mass comes out at 124.52 u. The energy above the lowest of the compared OMol25 structures with the same formula, charge and spin comes out at 21.9 kcal/mol. For the LUMO energy, the calculation gives 0.22 eV. The value obtained for the highest occupied orbital energy is -8.53 eV.

Positions of all 10 atoms, in Å:
1 C -1.44115 0.45336 1.25790
2 C -0.23794 0.30014 0.65459
3 C 0.13602 -0.34046 -0.60569
4 Cl -1.01731 -0.91187 -1.67504
5 C 1.52678 -0.39338 -1.13581
6 F 1.90456 -0.83773 -2.27774
7 F 2.47906 0.26698 -0.40932
8 H -1.59509 0.85498 2.27689
9 H -2.40614 0.19843 0.76272
10 H 0.65122 0.40955 1.15152

Force components x, y, z for each atom (eV/Å):
C -0.23 -0.13 -0.82
C -1.75 -1.25 -0.34
C 5.11 0.36 -2.23
Cl -1.21 -0.68 -0.83
C -5.15 2.16 4.58
F 0.38 -0.18 -0.22
F -0.65 -1.25 -1.34
H 0.65 -0.23 -0.75
H 1.01 0.15 0.14
H 1.83 1.04 1.82